Molecular formula: C14H21N3O3PPdS3
Method: DFT, ωB97M-V with the def2-TZVPD basis set

## Properties
Total charge: -1
Orbital gap (eV): 6.96

Last column: Löwdin charge in e.
Atoms and positions in Å:
1 Pd -1.1112 -0.5857 -0.8993  0.4776
2 N -4.6169 -2.0523 -2.8848  0.0346
3 C -3.4226 -1.4647 -2.5282  -0.8468
4 S -2.8067 -1.9234 -0.9605  0.5652
5 N -2.8593 -0.6574 -3.3655  -0.0200
6 N -1.6432 -0.1831 -2.9187  -0.1274
7 C -1.1983 0.8759 -3.4893  -0.0878
8 C 0.0382 1.5702 -3.1646  -0.1464
9 C 0.3522 2.6755 -3.9623  -0.0760
10 C 1.5266 3.3841 -3.8139  -0.1277
11 C 2.4335 2.9699 -2.8411  -0.1077
12 C 2.1569 1.8955 -2.0280  -0.0388
13 C 0.9462 1.1738 -2.1278  -0.3764
14 O 0.7397 0.1779 -1.3243  -0.2192
15 H -5.2059 -2.3118 -2.1113  0.0615
16 H -5.0892 -1.5835 -3.6420  0.0807
17 H -1.8078 1.2988 -4.2887  0.1172
18 H -0.3612 2.9708 -4.7242  0.1003
19 H 1.7395 4.2377 -4.4430  0.0852
20 H 3.3712 3.5000 -2.7168  0.0949
21 H 2.8572 1.5718 -1.2689  0.1031
22 C 2.7510 0.3356 1.9207  -0.0470
23 C 1.3899 0.8898 2.3043  -0.4941
24 C 1.0605 2.1796 1.5745  -0.0599
25 O 0.4585 -0.1468 1.9732  -0.3595
26 P -1.0981 -0.1101 2.4159  -0.1964
27 S -1.3271 0.6767 4.1923  0.1948
28 S -2.1588 0.6917 0.9220  0.2861
29 O -1.4410 -1.6818 2.3217  -0.3549
30 C -0.6346 -2.7840 2.7527  -0.4542
31 C 0.3623 -3.1669 1.6623  -0.0500
32 C 0.0271 -2.5767 4.1044  -0.0792
33 H 3.5182 1.1037 2.0273  0.0765
34 H 2.7190 0.0088 0.8810  0.0750
35 H 3.0202 -0.5108 2.5531  0.0719
36 H 1.3197 1.0482 3.3878  0.0978
37 H 1.0502 2.0114 0.4986  0.0592
38 H 1.8168 2.9325 1.8064  0.0816
39 H 0.0859 2.5579 1.8792  0.0534
40 H -1.3670 -3.5942 2.8470  0.1372
41 H 1.2393 -2.5218 1.6766  0.0686
42 H -0.1105 -3.0857 0.6785  0.0639
43 H 0.6824 -4.2015 1.8058  0.0767
44 H 0.7505 -1.7622 4.0680  0.0630
45 H 0.5521 -3.4948 4.3768  0.0781
46 H -0.7053 -2.3386 4.8732  0.0654